# C39H92NO17Zn

C39H92NO17Zn as an isolated structure at a distorted geometry (wB97M-V/def2-TZVPD, the Open Molecules 2025 dataset).

## Properties
- Energy above the lowest of the compared OMol25 structures with the same formula, charge and spin: 9.729 eV
- HOMO level: -3.388 eV
- Charge: -1
- Energy: -126634.80340 eV

```
150
Properties=species:S:1:pos:R:3:lowdin_charge:R:1
Zn -3.454 4.521 -2.827 0.05
C 0.178 0.705 1.284 -0.03
C 0.743 -0.371 0.201 -0.45
C 1.280 -1.620 1.001 -0.16
C 1.820 -2.706 0.124 -0.21
C 0.685 -3.158 -0.761 -0.19
C 0.026 -2.068 -1.615 -0.44
N -0.274 -0.821 -0.801 -0.08
O -0.902 0.256 -1.538 -0.14
C -1.260 -2.810 -2.090 -0.05
C 0.977 -1.810 -2.853 -0.02
C 1.915 0.384 -0.406 -0.05
H -0.859 0.476 1.529 0.07
H 0.109 1.758 1.011 0.07
H 0.682 0.678 2.250 0.07
H 0.640 -1.861 1.850 0.12
H 2.160 -1.286 1.551 0.10
H 2.195 -3.522 0.743 0.11
H 2.728 -2.456 -0.425 0.11
H -0.051 -3.661 -0.134 0.11
H 1.149 -3.947 -1.353 0.12
H -1.956 -2.149 -2.606 0.08
H -1.826 -3.363 -1.341 0.07
H -0.951 -3.615 -2.756 0.07
H 0.701 -2.319 -3.776 0.08
H 2.020 -2.038 -2.630 0.06
H 1.103 -0.735 -2.986 0.07
H 1.521 1.283 -0.879 0.09
H 2.328 -0.248 -1.193 0.06
H 2.651 0.623 0.361 0.09
C -1.148 11.066 -3.040 0.10
C -2.063 10.091 -2.961 -0.34
C -3.492 10.190 -3.496 -0.30
O -4.264 9.149 -3.703 -0.01
C -3.982 11.414 -3.954 0.09
C -3.113 12.549 -3.994 -0.34
C -1.605 12.401 -3.544 -0.28
O -0.815 13.270 -3.951 0.05
O -3.401 13.663 -4.431 0.06
O -1.664 8.956 -2.444 0.00
H -0.123 11.021 -2.705 0.13
H -4.994 11.508 -4.319 0.12
C -5.201 -1.844 3.128 -0.11
C -6.424 -1.965 2.235 -0.30
O -6.083 -1.095 1.153 -0.09
H -5.175 -2.426 4.049 0.07
H -5.054 -0.822 3.476 0.08
H -4.278 -2.140 2.628 0.07
H -7.307 -1.515 2.689 0.11
H -6.650 -2.980 1.907 0.10
H -5.160 -1.282 0.965 0.07
C 6.192 8.142 0.064 -0.09
C 6.660 8.518 1.483 -0.33
O 6.792 7.265 2.089 -0.09
H 5.290 7.541 0.186 0.07
H 6.871 7.536 -0.535 0.07
H 5.912 9.064 -0.445 0.07
H 5.855 9.105 1.925 0.11
H 7.613 9.047 1.481 0.11
H 7.002 7.356 3.021 0.08
C 0.604 9.233 6.175 -0.07
C 0.689 8.025 5.214 -0.38
O -0.092 8.323 4.137 -0.06
H -0.437 9.553 6.120 0.07
H 1.305 9.908 5.685 0.07
H 0.816 8.975 7.213 0.07
H 0.339 7.148 5.759 0.10
H 1.678 7.701 4.891 0.11
H 0.274 8.024 3.301 0.10
C -9.262 0.267 -4.729 -0.11
C -8.674 1.662 -4.367 -0.30
O -7.261 1.651 -4.429 -0.08
H -8.996 -0.116 -5.714 0.06
H -10.336 0.121 -4.611 0.06
H -8.851 -0.567 -4.160 0.06
H -9.073 1.799 -3.361 0.10
H -9.096 2.397 -5.053 0.11
H -6.918 0.762 -4.313 0.08
C 1.074 -10.603 -4.643 -0.08
C 0.419 -10.055 -5.894 -0.37
O 1.274 -9.948 -6.965 -0.06
H 0.802 -11.655 -4.558 0.06
H 0.668 -10.147 -3.740 0.07
H 2.162 -10.552 -4.591 0.08
H 0.218 -9.014 -5.638 0.10
H -0.568 -10.467 -6.101 0.11
H 0.753 -9.840 -7.764 0.09
C 5.702 -10.290 1.853 -0.09
C 4.216 -10.213 2.144 -0.34
O 4.005 -10.202 3.533 -0.08
H 6.266 -11.139 2.238 0.07
H 6.187 -9.401 2.253 0.08
H 5.926 -10.446 0.797 0.07
H 3.585 -10.961 1.664 0.11
H 3.786 -9.261 1.833 0.11
H 3.309 -10.828 3.744 0.08
C 8.391 1.698 -4.527 -0.09
C 9.499 2.707 -4.782 -0.31
O 10.719 2.450 -4.086 -0.09
H 8.687 0.672 -4.746 0.07
H 7.684 1.865 -5.340 0.07
H 7.842 1.607 -3.590 0.08
H 9.173 3.730 -4.595 0.10
H 9.871 2.797 -5.803 0.11
H 10.526 1.765 -3.441 0.07
C -5.937 5.427 3.706 -0.10
C -6.041 5.890 2.246 -0.27
O -5.520 4.884 1.307 -0.12
H -6.585 4.662 4.132 0.07
H -6.028 6.285 4.373 0.07
H -4.930 5.020 3.805 0.07
H -5.478 6.804 2.058 0.11
H -7.085 6.027 1.965 0.10
H -5.772 4.039 1.687 0.06
C -3.812 -8.713 3.018 -0.08
C -4.356 -9.468 1.820 -0.40
O -4.097 -10.769 2.052 -0.06
H -2.747 -8.579 2.828 0.08
H -4.059 -9.205 3.959 0.08
H -4.358 -7.790 2.826 0.07
H -3.719 -9.023 1.055 0.10
H -5.390 -9.321 1.508 0.12
H -4.911 -11.266 1.944 0.09
C -5.884 -6.918 -7.585 -0.09
C -6.560 -8.022 -6.734 -0.30
O -7.860 -7.565 -6.304 -0.09
H -5.067 -7.377 -8.141 0.06
H -5.438 -6.130 -6.979 0.07
H -6.554 -6.365 -8.244 0.07
H -5.905 -8.233 -5.889 0.10
H -6.622 -9.002 -7.208 0.10
H -8.415 -7.731 -7.070 0.07
C 9.470 0.866 2.094 -0.10
C 9.227 -0.404 1.272 -0.34
O 10.160 -0.330 0.243 -0.08
H 8.679 0.972 2.837 0.07
H 9.330 1.704 1.411 0.08
H 10.424 0.822 2.620 0.07
H 8.255 -0.430 0.779 0.11
H 9.310 -1.225 1.983 0.11
H 11.010 -0.643 0.560 0.09
C 1.930 3.568 10.831 -0.10
C 1.295 2.195 10.987 -0.34
O 0.258 2.334 11.931 -0.07
H 2.473 3.821 11.742 0.07
H 1.055 4.212 10.732 0.07
H 2.497 3.715 9.912 0.07
H 2.105 1.556 11.340 0.10
H 1.012 1.847 9.994 0.11
H -0.515 1.816 11.693 0.08
```


# C39H93FO33S11

A 12-piece molecular cluster, C39H93FO33S11 overall at a distorted geometry (wB97M-V/def2-TZVPD, the Open Molecules 2025 dataset).

## Properties
- SMILES: CCOS(C)(=O)=O.CCOS(C)(=O)=O.CCOS(C)(=O)=O.CCOS(C)(=O)=O.CCOS(C)(=O)=O.CCOS(C)(=O)=O.CCOS(C)(=O)=O.CCOS(C)(=O)=O.CCOS(C)(=O)=O.CCOS(C)(=O)=O.CCOS(C)(=O)=O.Fc1ccccc1
- HOMO level: -9.519 eV
- Energy: -231413.58674 eV

```
177
Properties=species:S:1:pos:R:3:lowdin_charge:R:1
C -2.176 3.187 3.661 -0.03
C -3.469 2.974 4.470 -0.29
O -4.555 3.437 3.662 -0.29
S -6.065 2.929 4.136 0.69
C -6.044 3.851 5.732 -0.10
O -7.052 3.497 3.229 -0.30
O -6.041 1.476 4.501 -0.32
H -1.349 2.659 4.134 0.06
H -1.972 4.236 3.446 0.09
H -2.309 2.650 2.722 0.07
H -3.605 1.943 4.797 0.10
H -3.386 3.542 5.397 0.11
H -5.507 4.789 5.589 0.07
H -5.563 3.157 6.422 0.07
H -7.063 4.025 6.077 0.07
C -5.470 0.967 0.844 -0.05
C -5.695 -0.335 0.010 -0.25
O -4.550 -0.703 -0.735 -0.27
S -4.674 -1.470 -2.156 0.67
C -5.338 -3.092 -1.532 -0.09
O -5.632 -0.704 -2.966 -0.30
O -3.326 -1.785 -2.634 -0.31
H -5.031 1.809 0.308 0.06
H -4.729 0.808 1.628 0.07
H -6.295 1.246 1.499 0.07
H -5.622 -1.022 0.853 0.12
H -6.683 -0.404 -0.444 0.12
H -4.801 -3.312 -0.609 0.04
H -5.273 -3.883 -2.278 0.07
H -6.367 -2.985 -1.189 0.06
C -1.542 -6.494 -3.005 -0.04
C -1.005 -5.774 -1.732 -0.29
O -2.047 -5.093 -1.061 -0.27
S -2.486 -5.764 0.365 0.67
C -1.029 -5.224 1.498 -0.07
O -3.744 -5.134 0.771 -0.31
O -2.400 -7.202 0.238 -0.30
H -2.198 -7.363 -3.053 0.08
H -0.747 -6.878 -3.643 0.07
H -1.919 -5.707 -3.658 0.05
H -0.426 -6.469 -1.123 0.10
H -0.300 -4.973 -1.956 0.09
H -1.261 -5.608 2.492 0.07
H -0.881 -4.154 1.354 0.06
H -0.208 -5.849 1.148 0.04
C 1.723 1.381 -3.885 -0.06
C 0.732 1.911 -4.910 -0.26
O 1.585 2.398 -5.953 -0.27
S 1.299 1.875 -7.480 0.64
C -0.282 2.636 -7.974 -0.10
O 2.395 2.426 -8.235 -0.29
O 1.129 0.420 -7.341 -0.32
H 2.579 2.008 -3.637 0.08
H 2.211 0.460 -4.202 0.07
H 1.099 1.100 -3.037 0.07
H 0.137 1.044 -5.197 0.12
H 0.191 2.757 -4.484 0.12
H -0.403 2.383 -9.027 0.07
H -0.208 3.716 -7.845 0.08
H -1.081 2.103 -7.458 0.07
C -4.679 6.534 1.696 -0.05
C -4.342 5.627 0.516 -0.30
O -4.923 6.239 -0.605 -0.28
S -5.416 5.262 -1.869 0.73
C -6.879 4.364 -1.120 -0.08
O -5.900 6.161 -2.938 -0.31
O -4.267 4.312 -2.103 -0.34
H -4.188 7.500 1.578 0.08
H -4.338 6.161 2.662 0.06
H -5.737 6.784 1.780 0.08
H -3.287 5.611 0.240 0.12
H -4.575 4.570 0.650 0.10
H -7.713 5.054 -0.997 0.07
H -6.551 3.989 -0.151 0.04
H -7.043 3.545 -1.820 0.07
C -1.481 2.341 -0.833 -0.04
C -0.397 1.672 -0.012 -0.32
O -0.182 0.428 -0.567 -0.26
S 0.650 -0.721 0.312 0.74
C 0.591 -2.042 -0.948 -0.08
O 2.020 -0.145 0.506 -0.33
O -0.226 -1.111 1.448 -0.31
H -1.388 2.349 -1.919 0.08
H -1.550 3.391 -0.549 0.08
H -2.452 1.906 -0.594 0.07
H 0.479 2.320 0.001 0.11
H -0.734 1.720 1.024 0.11
H 1.052 -1.739 -1.888 0.06
H -0.418 -2.428 -1.088 0.07
H 1.285 -2.785 -0.553 0.05
C -0.066 -1.964 4.679 -0.04
C -0.884 -0.658 4.937 -0.31
O -0.003 0.255 5.491 -0.28
S -0.517 1.119 6.881 0.69
C -0.469 -0.339 8.037 -0.10
O 0.450 2.132 7.184 -0.27
O -1.911 1.517 6.749 -0.30
H 0.274 -2.382 5.626 0.07
H 0.855 -1.839 4.111 0.06
H -0.591 -2.730 4.108 0.07
H -1.322 -0.181 4.060 0.11
H -1.766 -0.880 5.538 0.11
H -1.352 -0.973 7.959 0.07
H -0.570 0.069 9.043 0.06
H 0.476 -0.882 8.052 0.07
C 2.325 2.667 4.333 -0.05
C 2.176 2.873 2.817 -0.20
O 1.311 4.053 2.588 -0.32
S 1.576 5.269 1.526 0.69
C 2.991 5.951 2.478 -0.10
O 2.069 4.709 0.232 -0.34
O 0.330 6.105 1.514 -0.31
H 2.933 3.446 4.794 0.07
H 2.673 1.667 4.590 0.08
H 1.425 2.866 4.914 0.05
H 3.034 2.958 2.149 0.09
H 1.684 1.972 2.451 0.10
H 3.300 6.883 2.005 0.07
H 3.820 5.308 2.181 0.06
H 2.739 5.866 3.535 0.08
C 4.148 -1.573 2.891 -0.05
C 4.226 -2.721 1.871 -0.27
O 3.088 -3.562 1.842 -0.27
S 2.848 -4.737 2.994 0.69
C 3.741 -6.160 2.224 -0.09
O 3.554 -4.326 4.209 -0.30
O 1.426 -5.127 3.045 -0.31
H 3.919 -1.968 3.880 0.06
H 3.310 -0.923 2.640 0.05
H 5.052 -0.963 2.873 0.08
H 4.109 -2.290 0.877 0.09
H 5.183 -3.239 1.934 0.13
H 4.759 -5.815 2.042 0.07
H 3.236 -6.497 1.319 0.05
H 3.687 -6.945 2.979 0.07
C 4.589 -1.532 -2.002 -0.04
C 4.952 -3.002 -1.598 -0.26
O 3.716 -3.561 -1.296 -0.30
S 3.454 -5.179 -1.624 0.70
C 3.520 -5.138 -3.440 -0.10
O 4.589 -5.907 -1.023 -0.29
O 2.066 -5.476 -1.303 -0.30
H 4.291 -0.891 -1.172 0.04
H 3.847 -1.472 -2.798 0.08
H 5.463 -0.992 -2.367 0.06
H 5.392 -3.505 -2.459 0.11
H 5.650 -3.062 -0.763 0.12
H 2.811 -5.835 -3.886 0.08
H 4.567 -5.223 -3.730 0.07
H 3.175 -4.163 -3.783 0.05
C 7.609 3.837 -2.394 -0.07
C 7.069 3.879 -0.951 -0.26
O 7.044 2.624 -0.287 -0.28
S 6.091 1.420 -0.859 0.65
C 4.441 2.164 -0.448 -0.08
O 6.193 1.301 -2.328 -0.31
O 6.246 0.271 -0.031 -0.28
H 8.571 3.327 -2.440 0.08
H 7.789 4.894 -2.593 0.08
H 6.939 3.402 -3.137 0.07
H 7.699 4.369 -0.208 0.13
H 6.065 4.300 -1.001 0.11
H 3.938 1.224 -0.224 0.03
H 4.103 2.767 -1.290 0.07
H 4.556 2.880 0.366 0.05
F 1.370 -2.408 -4.281 0.03
C 0.567 -3.252 -4.994 -0.28
C -0.769 -3.112 -4.858 -0.03
C -1.601 -3.802 -5.684 -0.08
C -1.076 -4.635 -6.667 -0.06
C 0.336 -4.789 -6.777 -0.06
C 1.148 -4.109 -5.897 -0.04
H -1.215 -2.578 -4.032 0.11
H -2.654 -3.705 -5.464 0.11
H -1.608 -5.193 -7.423 0.10
H 0.890 -5.415 -7.461 0.10
H 2.222 -4.023 -5.979 0.12
```


# C39H97BBaBr8Cl4N6O6

C39H97BBaBr8Cl4N6O6 as an isolated structure at a distorted geometry (wB97M-V/def2-TZVPD, the Open Molecules 2025 dataset).

## Properties
- HOMO level: -5.459 eV
- Energy: -674950.63526 eV

```
162
Properties=species:S:1:pos:R:3:lowdin_charge:R:1
Ba -8.134 -9.120 -26.523 2.49
B -9.523 -10.468 -25.626 -0.74
H -9.165 -9.596 -25.101 -0.05
H -8.621 -11.044 -25.757 0.00
H -10.260 -10.926 -24.984 -0.02
H -9.962 -10.192 -26.572 -0.06
C -6.653 -8.026 -28.958 -0.19
C -8.105 -7.847 -29.397 -0.17
C -8.159 -8.813 -30.691 -0.06
C -9.650 -9.075 -31.174 -0.23
C -10.449 -9.576 -30.012 -0.22
C -10.542 -8.562 -28.765 -0.24
N -9.121 -8.216 -28.354 -0.29
O -9.033 -7.350 -27.217 -0.54
C -11.143 -9.397 -27.607 -0.21
C -11.520 -7.352 -29.155 0.01
C -8.484 -6.334 -29.892 -0.14
H -6.308 -6.999 -29.075 0.08
H -5.946 -8.641 -29.514 0.04
H -6.474 -8.303 -27.919 0.02
H -7.557 -9.720 -30.629 0.13
H -7.812 -8.240 -31.551 0.04
H -9.684 -9.702 -32.065 -0.16
H -10.129 -8.200 -31.613 0.05
H -9.952 -10.432 -29.556 0.05
H -11.519 -9.717 -30.164 0.01
H -10.566 -10.278 -27.326 0.02
H -12.135 -9.776 -27.852 0.09
H -11.144 -8.866 -26.655 0.02
H -12.537 -7.718 -29.016 0.10
H -11.535 -7.187 -30.232 0.01
H -11.361 -6.449 -28.565 0.05
H -9.535 -6.198 -30.147 0.07
H -7.865 -6.071 -30.750 0.03
H -8.320 -5.615 -29.089 -0.10
Br -12.970 -7.909 -33.713 0.56
C -12.758 -8.788 -31.926 -0.65
C -13.991 -9.627 -31.555 -0.53
Br -13.502 -10.750 -30.055 1.10
H -12.480 -7.993 -31.234 -0.04
H -11.862 -9.409 -31.932 0.01
H -14.375 -10.253 -32.361 0.06
H -14.777 -8.921 -31.286 0.06
Br -4.072 -10.127 -30.348 0.76
C -3.670 -8.164 -30.561 -0.51
C -4.493 -7.281 -29.562 -0.50
Br -3.577 -7.398 -27.825 1.21
H -4.055 -7.901 -31.546 0.01
H -2.598 -7.974 -30.502 0.06
H -5.576 -7.367 -29.474 -0.09
H -4.327 -6.249 -29.870 0.04
Br -10.203 -3.890 -32.407 0.60
C -10.834 -4.633 -30.633 -0.54
C -12.424 -4.719 -30.634 -0.58
Br -13.010 -5.794 -32.173 0.63
H -10.482 -4.008 -29.812 0.00
H -10.437 -5.648 -30.643 -0.01
H -12.900 -3.756 -30.817 0.04
H -12.896 -5.078 -29.720 0.04
Br -9.749 -9.837 -33.778 0.89
C -8.923 -8.162 -34.305 -0.55
C -9.026 -7.190 -33.104 -0.57
Br -8.895 -5.393 -33.827 0.67
H -9.434 -7.788 -35.193 0.05
H -7.914 -8.317 -34.686 0.06
H -8.209 -7.375 -32.407 0.02
H -10.036 -7.233 -32.697 0.03
C -12.363 -13.212 -22.658 -0.06
C -11.654 -11.967 -23.230 -0.39
C -12.393 -10.830 -24.042 -0.15
O -11.549 -9.798 -24.521 -0.21
C -12.142 -8.989 -25.535 -0.11
N -10.822 -11.409 -22.141 0.05
H -12.745 -13.005 -21.659 0.07
H -11.562 -13.951 -22.660 0.08
H -13.140 -13.800 -23.145 0.07
H -10.926 -12.343 -23.949 0.08
H -13.002 -10.388 -23.253 0.12
H -12.895 -11.247 -24.915 0.11
H -12.309 -9.530 -26.466 0.07
H -11.607 -8.056 -25.714 0.13
H -13.067 -8.569 -25.140 0.11
H -11.490 -10.819 -21.665 0.06
H -10.649 -12.022 -21.357 0.06
C -7.704 -12.230 -29.169 -0.06
C -7.702 -11.240 -28.018 -0.42
C -6.250 -10.623 -27.978 -0.15
O -6.122 -9.687 -26.841 -0.52
C -4.788 -9.248 -26.716 -0.20
N -8.705 -10.383 -28.286 -0.24
H -8.631 -12.802 -29.203 0.04
H -6.852 -12.910 -29.166 0.09
H -7.471 -11.823 -30.153 0.09
H -7.889 -11.755 -27.076 0.13
H -5.952 -10.117 -28.896 -0.01
H -5.474 -11.380 -27.865 0.13
H -4.171 -10.121 -26.502 0.12
H -4.678 -8.534 -25.900 -0.12
H -4.585 -8.745 -27.662 -0.08
H -9.532 -10.916 -28.058 0.08
H -8.746 -10.156 -29.269 0.07
C -5.879 -5.347 -30.901 -0.25
C -6.511 -6.401 -31.795 -0.41
C -5.922 -6.333 -33.242 -0.17
O -4.553 -6.825 -33.195 -0.21
C -4.256 -7.635 -34.398 -0.05
N -6.250 -7.708 -31.215 -0.04
H -4.807 -5.329 -30.703 0.10
H -6.350 -5.354 -29.918 -0.01
H -6.066 -4.325 -31.231 -0.08
H -7.566 -6.133 -31.833 0.02
H -5.922 -5.296 -33.576 0.09
H -6.542 -6.874 -33.957 0.07
H -4.853 -8.546 -34.436 0.09
H -3.212 -7.936 -34.306 0.09
H -4.278 -7.147 -35.372 0.09
H -5.430 -7.937 -31.759 0.06
H -6.857 -8.444 -31.547 0.03
C -11.946 -13.075 -30.487 -0.11
C -11.167 -11.817 -29.892 -0.45
C -11.615 -11.679 -28.321 -0.29
O -11.102 -12.680 -27.509 -0.13
C -11.262 -12.586 -26.050 -0.06
N -9.746 -12.071 -30.058 -0.03
H -11.665 -13.270 -31.522 0.06
H -13.013 -12.861 -30.537 -0.02
H -11.879 -14.056 -30.016 0.07
H -11.455 -10.918 -30.436 -0.02
H -12.686 -11.621 -28.130 0.07
H -11.226 -10.682 -28.114 -0.04
H -10.706 -11.810 -25.524 -0.02
H -11.003 -13.526 -25.564 0.11
H -12.340 -12.505 -25.914 0.09
H -9.579 -12.565 -29.193 0.04
H -9.380 -12.660 -30.792 0.12
C -7.362 -5.832 -27.469 -0.19
C -6.460 -6.945 -26.938 -0.32
C -5.221 -6.399 -26.187 -0.20
O -4.396 -7.517 -25.904 -0.47
C -3.166 -7.103 -25.350 -0.14
N -7.278 -7.652 -25.894 -0.40
H -6.863 -5.094 -28.096 0.01
H -7.742 -5.292 -26.602 0.09
H -8.157 -6.178 -28.129 0.00
H -5.963 -7.590 -27.663 0.01
H -5.500 -5.843 -25.292 0.14
H -4.752 -5.652 -26.827 0.10
H -3.288 -6.590 -24.396 0.11
H -2.617 -6.425 -26.003 0.05
H -2.410 -7.849 -25.104 0.11
H -7.725 -6.967 -25.301 0.13
H -6.615 -8.024 -25.229 0.11
C -8.036 -4.021 -30.479 -0.99
Cl -7.483 -3.816 -32.227 0.53
Cl -6.686 -3.543 -29.455 0.74
H -8.842 -3.306 -30.315 -0.01
H -8.279 -5.067 -30.294 -0.11
C -9.775 -4.900 -27.219 -0.78
Cl -11.348 -4.087 -27.118 0.59
Cl -8.775 -4.210 -28.523 0.77
H -9.305 -4.719 -26.252 0.05
H -10.012 -5.928 -27.494 0.01
```


Summary of Kohn-Sham gap in eV
1.25 9.65 5.51
(order as listed above)
Summary of E_LUMO in eV
-2.14 0.14 0.05
(order as listed above)